Record 1
This record from the Open Molecules 2025 dataset describes a structure of composition C24H44AuFN3OPSb2 at a distorted geometry. The level of theory is ωB97M-V/def2-TZVPD.

```
77
Properties=species:S:1:pos:R:3:forces:R:3
Au -0.377167 2.132494 -0.055486 0.01 -0.67 -0.72
C 1.624884 -0.503275 2.776115 -0.08 0.06 -0.12
Sb 0.804669 1.416144 2.864589 1.14 0.05 0.85
C 0.291883 1.831096 4.848251 -0.13 -0.13 0.07
C 2.176790 3.012770 2.436234 -0.02 0.03 -0.29
C 3.332240 2.729587 1.514884 -0.20 -0.15 0.23
C 4.302031 1.850813 2.006417 0.10 -0.10 -0.01
C 5.444627 1.545245 1.292038 -0.08 0.00 0.07
C 5.642447 2.148374 0.058268 0.02 0.02 -0.04
C 4.702644 3.037611 -0.425722 -0.03 0.04 0.01
C 3.533030 3.346990 0.276979 0.13 0.22 -0.10
C 2.593141 4.338549 -0.352630 0.02 -0.16 -0.01
Sb 1.229367 3.248251 -1.599624 0.14 0.53 0.16
C 0.634351 4.566195 -3.134530 -0.03 0.01 0.00
C 2.476159 1.844622 -2.559073 -0.09 -0.06 -0.09
H 2.042329 -0.721883 1.798109 0.01 0.06 -0.01
H 0.878643 -1.241726 3.058546 -0.06 0.05 0.00
H 2.401250 -0.427870 3.540335 0.07 -0.24 -0.07
H 1.195236 1.930062 5.449160 0.02 0.01 -0.03
H -0.319908 1.024098 5.247099 -0.01 0.00 -0.01
H -0.274359 2.760659 4.875511 0.02 0.02 -0.01
H 2.539772 3.106518 3.464824 -0.01 0.18 -0.01
H 1.562360 3.880607 2.205636 0.06 0.03 -0.05
H 4.176305 1.425214 2.998122 0.00 -0.01 -0.01
H 6.183534 0.870781 1.701612 0.00 0.00 0.01
H 6.538529 1.946138 -0.512420 0.00 0.00 0.00
H 4.883136 3.530962 -1.373633 0.00 0.01 0.00
H 3.139631 5.055329 -0.963456 0.02 -0.03 -0.01
H 1.994385 4.898761 0.362424 -0.01 -0.01 -0.01
H 1.535709 4.921610 -3.631098 -0.02 0.02 -0.01
H 0.082449 5.403620 -2.715313 0.01 0.00 0.02
H 0.006022 4.038215 -3.848309 0.00 -0.02 0.01
H 3.199197 2.374984 -3.176120 0.01 -0.02 0.00
H 1.864715 1.200031 -3.187985 -0.01 0.01 -0.01
H 2.989790 1.240920 -1.815338 0.00 0.01 0.02
O -0.519772 -0.160106 -0.082180 -0.08 0.04 0.58
P -1.556211 -1.234070 -0.350697 -0.07 0.03 -0.38
N -0.852383 -2.711949 -0.291446 0.06 0.15 0.37
C 0.520743 -2.956908 -0.760079 0.01 -0.03 -0.12
C 0.840502 -4.364453 -0.253911 0.00 0.00 -0.05
C -0.530248 -5.036072 -0.189813 0.00 -0.01 0.03
C -1.441588 -3.921000 0.310281 -0.03 -0.07 -0.07
N -2.178476 -0.956287 -1.848714 -0.01 -0.23 0.06
C -1.793997 0.179848 -2.700246 0.01 0.09 0.00
C -2.039409 -0.307534 -4.138643 0.02 0.01 0.01
C -2.062556 -1.830817 -4.020547 -0.02 -0.01 0.01
C -2.749238 -2.030102 -2.677165 0.00 0.02 -0.02
N -2.816942 -1.298222 0.688291 0.03 0.17 -0.17
C -4.235070 -1.378929 0.276242 -0.04 0.04 0.01
C -4.931140 -1.861401 1.541904 -0.01 0.03 0.01
C -4.127545 -1.187476 2.650853 0.01 -0.02 0.00
C -2.685987 -1.303658 2.151328 0.03 -0.15 0.07
H 1.199655 -2.197665 -0.368450 0.02 -0.01 -0.02
H 0.570240 -2.917945 -1.853055 -0.02 0.02 0.00
H 1.292185 -4.323317 0.739488 -0.03 0.02 0.01
H 1.533390 -4.883127 -0.913303 0.03 0.00 0.03
H -0.553532 -5.904436 0.465412 0.01 -0.02 -0.02
H -0.838208 -5.357338 -1.186563 -0.01 0.02 -0.01
H -1.421462 -3.870210 1.402593 0.01 -0.02 0.00
H -2.477992 -4.057604 -0.000178 0.00 0.02 0.00
H -0.742205 0.427547 -2.533580 0.00 -0.02 -0.01
H -2.393650 1.067245 -2.475169 0.02 0.01 0.01
H -1.274967 0.053805 -4.824695 -0.01 0.01 -0.01
H -3.003277 0.053406 -4.498485 -0.01 -0.01 0.01
H -1.046722 -2.230422 -3.978265 0.00 0.00 0.00
H -2.587808 -2.314619 -4.841469 0.00 0.00 -0.01
H -2.563442 -3.005756 -2.227883 0.03 0.00 -0.01
H -3.830942 -1.899233 -2.780259 0.00 -0.02 0.01
H -4.371364 -2.063522 -0.558630 0.01 -0.02 0.02
H -4.604288 -0.395677 -0.027197 -0.01 -0.01 -0.01
H -4.848094 -2.946901 1.626181 0.00 0.00 -0.02
H -5.987061 -1.599796 1.553668 0.00 0.00 0.01
H -4.261673 -1.656961 3.623355 0.00 0.01 0.01
H -4.413284 -0.137540 2.739201 0.01 0.00 -0.02
H -2.230841 -2.235051 2.504318 0.00 0.00 -0.01
H -2.070384 -0.470517 2.485925 0.01 -0.01 0.02
F -0.944777 1.462273 2.197169 -0.94 0.20 -0.16
```
Positions in Å, forces in eV/Å.

* ΔE to the lowest compared entry with this formula, charge and spin: 25.4 kcal per mole
* LUMO: -6.6121 eV
* total charge: +2
* gap between HOMO and LUMO: 6.9 eV
* DFT total energy: -60881.028 eV

=====

Record 2
This record from the Open Molecules 2025 dataset describes a cluster of 2 separate species, C5H7N in total at a distorted geometry. The level of theory is ωB97M-V/def2-TZVPD.

```
13
Properties=species:S:1:pos:R:3:forces:R:3
C -0.860011 -1.872806 0.739742 -0.22 -0.65 -0.38
C -0.097013 -1.059659 -0.368826 0.18 -0.47 1.29
C 0.145157 -0.011564 0.356170 0.21 1.03 0.25
N 0.024883 0.887072 1.169534 -0.62 0.02 -0.02
H -0.232940 -2.127525 1.616619 -0.07 0.00 -0.60
H -1.739839 -1.360301 1.162776 0.29 -0.02 -0.58
H -1.174923 -2.779603 0.256700 -0.38 -0.63 0.12
H 0.520606 -1.490032 -1.153755 -0.35 0.15 0.30
H 0.345174 0.754593 2.112468 0.72 -0.03 0.22
C 0.733034 2.033273 -2.041474 0.15 0.61 0.30
C 0.801796 2.432796 -0.910024 0.10 0.16 -0.71
H 0.704430 1.844654 -3.088596 -0.05 -0.23 0.08
H 0.827309 2.734500 0.111266 0.02 0.05 -0.29
```
Positions in Å, forces in eV/Å.

* ΔE to the lowest compared entry with this formula, charge and spin: 110.2 kcal per mole
* LUMO: 1.0727 eV
* SMILES: CC=C=N.C#C
* gap between HOMO and LUMO: 9.7 eV
* DFT total energy: -6783.735 eV

=====

Record 3
This record from the Open Molecules 2025 dataset describes a structure of composition C5H7IO2 at a distorted geometry. The level of theory is ωB97M-V/def2-TZVPD.

```
15
Properties=species:S:1:pos:R:3:forces:R:3
C -3.133142 -0.738993 -0.940906 -0.20 -0.39 -0.49
C -3.961536 0.267156 -0.946560 -0.29 -0.35 0.72
C 0.343466 0.213230 -0.929555 -0.54 -1.07 2.37
C 1.061059 1.106275 1.353131 1.53 -0.94 -3.84
C 0.057052 0.290516 0.603391 -3.68 4.00 -2.47
O -2.506001 -1.705978 -0.932672 0.18 -0.13 0.31
O -0.451025 -0.125609 -1.750221 -0.55 0.47 -0.75
I -5.568847 0.087076 0.343203 -0.22 -0.02 0.31
H -4.058096 1.029580 -1.660393 0.40 0.68 -0.75
H 1.387122 0.235649 -1.146956 1.47 0.52 -0.63
H 2.015454 0.655741 1.096313 0.58 -0.12 0.70
H 0.883001 1.131379 2.338482 -0.39 0.13 3.64
H 1.173571 2.102741 0.937688 -0.50 0.27 0.05
H -0.990600 0.887113 0.673311 2.00 -1.39 -0.24
H -0.234876 -0.685076 0.838422 0.20 -1.66 1.07
```
Positions in Å, forces in eV/Å.

* ΔE to the lowest compared entry with this formula, charge and spin: 18.8 kcal per mole
* LUMO: -0.0695 eV
* gap between HOMO and LUMO: 8.5 eV
* DFT total energy: -17491.578 eV

=====

Record 4
This record from the Open Molecules 2025 dataset describes a structure of composition C28H37Br2GeN4O4SSeW at a distorted geometry. The level of theory is ωB97M-V/def2-TZVPD.

```
79
Properties=species:S:1:pos:R:3:forces:R:3
W 0.667163 1.151740 -0.537301 -0.01 0.99 1.05
Br 3.282027 0.987767 -0.705647 0.19 -0.11 -0.03
C 3.616172 1.313164 1.160515 -0.07 -0.02 -0.04
C 4.880272 1.176260 1.650130 -0.02 0.00 0.06
C 5.091431 1.468562 3.012839 0.00 -0.02 -0.04
C 4.055212 1.909540 3.789165 -0.02 0.00 0.01
C 2.756302 2.073705 3.249652 0.01 -0.01 -0.04
C 1.701919 2.623802 4.014474 0.02 -0.01 -0.01
C 0.468737 2.863806 3.456997 -0.05 -0.01 -0.04
C 0.224293 2.514854 2.124751 -0.05 -0.01 0.10
C 1.192455 1.893320 1.330607 0.00 -0.29 -0.54
C 2.503062 1.736191 1.895659 0.08 0.02 0.05
H 5.703252 0.863072 1.022108 0.01 -0.01 -0.01
H 6.083050 1.357194 3.427643 0.02 0.01 0.00
H 4.222643 2.158517 4.828895 0.00 0.00 0.01
H 1.891381 2.886918 5.047816 0.00 0.01 0.01
H -0.314732 3.320567 4.045966 0.00 0.00 0.01
H -0.759950 2.719210 1.719799 0.00 0.00 -0.01
Br 0.756834 1.394877 -3.296475 -0.01 0.00 -0.12
C 0.895038 3.191986 -2.651696 0.01 -0.03 -0.09
C 1.000819 4.279445 -3.476931 0.01 0.00 0.06
C 1.086318 5.518008 -2.841663 0.00 -0.03 0.00
C 1.063150 5.582966 -1.455263 0.00 -0.01 0.01
C 0.952176 4.419094 -0.719258 0.01 0.00 0.03
N 0.861468 3.216394 -1.318045 -0.15 0.07 -0.19
H 1.018121 4.177693 -4.552520 0.00 0.00 -0.01
H 1.173854 6.419722 -3.433831 0.00 0.00 0.00
H 1.134158 6.530868 -0.941145 0.00 0.01 0.00
H 0.941679 4.419096 0.361473 -0.01 -0.01 -0.01
C 3.201668 -2.451111 1.429423 0.04 0.04 -0.03
Ge 3.286991 -3.105577 -0.416723 -0.08 -0.03 -0.01
C 2.912461 -5.008658 -0.507131 0.02 0.02 0.02
C 4.917831 -2.639426 -1.362274 0.00 -0.03 0.01
C 1.787548 -2.240627 -1.493105 0.14 -0.17 0.00
Se 0.398212 -1.291598 -0.534429 0.13 -0.72 -0.27
C -0.163042 -2.598557 0.799016 -0.13 0.07 0.08
H 4.176724 -2.079589 1.741786 0.03 0.01 0.01
H 2.936266 -3.271989 2.095278 -0.02 0.01 0.02
H 2.476085 -1.646547 1.569457 0.02 0.04 0.00
H 3.693363 -5.556719 0.020255 0.01 -0.01 0.00
H 2.899121 -5.355591 -1.539733 -0.01 0.00 -0.01
H 1.959142 -5.262116 -0.042407 -0.02 0.00 0.00
H 5.752429 -3.184009 -0.920745 0.02 0.01 0.01
H 5.147699 -1.575580 -1.325059 -0.02 0.03 0.01
H 4.840018 -2.945597 -2.405306 0.02 0.01 -0.02
H 1.253862 -3.024329 -2.033994 -0.04 0.06 -0.04
H 2.172827 -1.538935 -2.234355 -0.01 0.04 0.04
H 0.625637 -3.347216 0.796384 -0.05 0.02 -0.01
H -1.121609 -2.998678 0.482978 -0.04 0.00 -0.01
H -0.236429 -2.114429 1.766598 0.06 -0.02 0.00
C -4.123005 -4.706737 -1.451197 0.08 0.01 -0.01
C -4.802047 -3.354572 -1.622314 -0.03 0.08 0.02
S -3.987166 -2.083881 -0.676021 0.10 0.02 0.00
O -3.574749 -2.605177 0.610672 -0.01 0.05 0.08
O -2.945494 -1.453141 -1.473123 -0.01 0.02 0.03
C -5.262584 -0.859731 -0.385781 0.07 0.09 0.00
C -4.796770 0.319976 0.475271 -0.01 -0.09 -0.08
N -3.592726 0.993459 -0.062297 0.13 0.01 0.07
C -2.346692 0.805546 0.397907 -0.12 -0.03 -0.12
N -1.453061 1.399448 -0.422328 -0.14 -0.04 0.02
C -2.180555 1.997466 -1.432003 -0.05 0.14 -0.01
C -3.484615 1.753630 -1.208115 0.08 0.07 0.06
N -4.581003 2.210759 -2.035153 0.10 -0.60 -0.40
O -4.261777 2.888031 -2.980671 -0.03 0.24 0.10
O -5.689025 1.798954 -1.768313 -0.07 0.24 0.16
C -2.024331 0.072960 1.646265 -0.03 0.02 0.01
H -4.749937 -5.468557 -1.909851 0.01 0.00 -0.03
H -3.998775 -4.954423 -0.398889 -0.03 -0.01 -0.01
H -3.152511 -4.729160 -1.945430 0.01 0.01 0.02
H -5.835770 -3.374619 -1.274506 -0.01 -0.03 0.04
H -4.781460 -3.002562 -2.653544 -0.06 0.01 -0.01
H -6.077970 -1.359438 0.137926 -0.01 -0.01 0.01
H -5.618432 -0.525864 -1.359091 -0.02 0.00 -0.01
H -4.551857 -0.004847 1.482793 0.01 -0.03 0.00
H -5.600485 1.050622 0.529070 0.04 -0.05 0.02
H -1.758284 2.575896 -2.233632 0.01 -0.02 0.01
H -2.470304 0.576675 2.506679 0.00 0.01 0.00
H -0.948467 0.051727 1.802511 -0.01 0.03 0.00
H -2.415294 -0.943938 1.608505 -0.03 -0.05 -0.01
```
Positions in Å, forces in eV/Å.

* ΔE to the lowest compared entry with this formula, charge and spin: 0.3 kcal per mole
* LUMO (alpha / beta): -10.8395 / -10.0873 eV
* multiplicity: 3
* total charge: +3
* gap between HOMO and LUMO (alpha / beta): 5.5 / 6.5 eV
* DFT total energy: -318366.242 eV

=====

Record 5
This record from the Open Molecules 2025 dataset describes a structure of composition C25H31MnN5OSSi at a distorted geometry. The level of theory is ωB97M-V/def2-TZVPD.

```
65
Properties=species:S:1:pos:R:3:forces:R:3
Mn -0.216513 -0.028309 -0.565859 -0.83 0.48 0.24
C -3.368953 4.550994 2.856077 0.11 -2.89 0.20
C -2.212323 3.674673 2.229759 -3.74 0.45 -0.91
N -2.833242 2.342875 1.941487 3.63 1.44 -1.40
C -2.206854 1.451848 1.163238 -1.41 0.39 0.43
S -0.685457 1.940307 0.404740 -0.25 -0.23 0.48
N -2.865435 0.308975 0.973490 0.88 1.45 0.19
N -2.137815 -0.439971 0.154035 0.98 -0.16 -0.53
C -2.601184 -1.571843 -0.182478 0.84 -1.95 0.20
C -3.875809 -2.090041 0.351424 -1.24 -0.62 0.03
C -1.596429 -2.415364 -0.914869 -3.98 -1.86 0.76
C -1.815248 -3.799929 -1.048343 -1.29 -0.09 0.52
C -0.955897 -4.498601 -1.848724 0.88 -0.37 -1.15
C 0.117104 -3.819451 -2.503853 -0.48 -0.57 0.02
C 0.269590 -2.485328 -2.233101 0.92 0.33 -0.95
N -0.631944 -1.821371 -1.503766 2.41 1.69 -0.67
H -3.114287 5.517345 3.106447 1.13 1.97 0.75
H -3.730795 4.016025 3.755969 0.42 0.40 -0.10
H -4.271791 4.674752 2.295168 -0.28 -0.32 -1.14
H -1.455597 3.549139 2.934084 1.47 -0.07 1.07
H -1.836156 4.085534 1.281263 -0.11 -0.06 0.48
H -3.649235 2.054645 2.365010 -2.02 -0.52 1.05
H -3.975067 -2.026950 1.416026 0.51 0.90 0.91
H -4.007253 -3.183982 0.305371 -0.18 0.60 -1.07
H -4.743053 -1.486115 -0.007673 0.55 -0.76 -0.09
H -2.750478 -4.258257 -0.598304 1.66 0.48 -0.64
H -1.117431 -5.561451 -2.059233 0.07 0.42 0.17
H 0.750043 -4.288589 -3.274423 -0.30 0.05 0.80
H 1.111489 -1.874034 -2.645924 -0.91 -0.64 0.38
C -0.565654 1.403131 -3.362257 1.13 -1.32 0.50
Si 1.132896 1.883420 -2.567464 -0.84 0.89 0.92
C 1.198867 3.662888 -1.835107 -0.99 -0.82 0.25
C 2.482435 1.830791 -3.846612 -1.70 1.69 -1.23
N 1.335139 0.641988 -1.306249 1.04 0.04 -0.78
C 2.580234 0.221832 -0.770189 0.46 1.82 -0.29
C 3.828123 0.834439 -1.044577 -0.79 -0.36 -0.95
C 4.996410 0.311659 -0.498203 -1.66 1.78 -1.20
C 4.936004 -0.666834 0.414874 -1.03 -0.74 -0.03
C 3.737297 -1.245166 0.772113 -0.11 0.09 0.13
C 2.574099 -0.776271 0.176801 0.92 -0.38 0.00
O 1.318037 -1.323393 0.308498 -1.10 -0.68 2.47
C 0.856341 -1.583461 1.647395 0.01 0.67 1.28
C 0.981525 -0.585112 2.739412 1.26 -1.27 -4.91
C 0.525254 -0.912093 3.942664 -0.94 0.94 1.01
C -0.256814 -2.027505 4.124093 0.22 -1.07 0.75
C -0.381305 -2.974761 3.149084 -1.03 -1.26 -1.56
C 0.193554 -2.781870 1.861512 0.00 1.06 0.80
H -0.794039 2.032679 -4.193311 0.27 0.29 -1.04
H -1.511198 1.479703 -2.814954 0.39 -0.28 0.60
H -0.381793 0.324332 -3.689920 -0.62 1.31 0.07
H 1.975773 3.660003 -1.108457 1.15 -0.12 0.59
H 0.364928 4.082202 -1.229142 0.13 -0.42 -0.94
H 1.509799 4.339039 -2.612858 -0.08 0.47 -0.34
H 2.625072 0.836795 -4.226265 0.50 -0.33 -0.35
H 3.365203 2.447055 -3.726527 0.43 -0.48 0.56
H 1.982024 2.474581 -4.649501 0.32 -1.10 0.48
H 3.838448 1.597312 -1.833251 0.26 -0.24 0.68
H 5.915030 0.721221 -0.784123 1.26 0.55 -0.41
H 5.837598 -1.071786 0.707926 1.64 -0.88 1.18
H 3.850851 -2.012037 1.513234 -0.84 -0.46 0.18
H 1.445874 0.361580 2.477198 0.11 -0.13 0.27
H 0.590174 -0.183028 4.725924 0.15 0.15 0.41
H -0.662615 -2.134581 5.106138 -0.48 -0.45 0.34
H -1.037450 -3.885266 3.216779 0.83 1.04 0.47
H 0.019897 -3.501011 1.068283 0.29 0.05 0.08
```
Positions in Å, forces in eV/Å.

* LUMO (alpha / beta): -3.5478 / -3.5489 eV
* multiplicity: 5
* total charge: +1
* gap between HOMO and LUMO (alpha / beta): 6.9 / 7.2 eV
* DFT total energy: -85954.350 eV

=====

> What is the formula in the first record?

C24H44AuFN3OPSb2

=====

> The highest DFT total energy belongs to which entry?

C5H7N

=====

> Number 4 is which compound?

C28H37Br2GeN4O4SSeW

=====

> Number 2 is which compound?

C5H7N